No. 1
{"formula": "C29H29BCrGeN7O3S", "method": "ωB97M-V/def2-TZVPD", "species": ["Ge", "Cr", "S", "O", "O", "O", "N", "N", "N", "N", "N", "N", "N", "C", "C", "C", "C", "C", "C", "C", "C", "C", "C", "C", "C", "C", "C", "C", "C", "C", "C", "C", "C", "C", "C", "C", "C", "C", "C", "C", "C", "C", "B", "H", "H", "H", "H", "H", "H", "H", "H", "H", "H", "H", "H", "H", "H", "H", "H", "H", "H", "H", "H", "H", "H", "H", "H", "H", "H", "H", "H", "H"], "xyz": [[-1.08072, -0.21598, -2.39062], [0.09068, -0.19628, 1.66598], [-2.07382, 2.43842, 0.50158], [-2.92502, -1.16538, -0.64042], [-0.76522, -3.76758, 3.17728], [-0.87872, -0.55798, -0.14172], [0.20498, 2.21772, 3.45768], [0.85158, -0.63538, 3.68288], [-0.71972, -1.76768, 2.06968], [-0.25492, 1.51982, 2.40148], [2.84838, 0.73132, 1.89778], [1.53528, 2.25832, 3.64488], [1.98888, -0.08068, 1.24508], [0.88608, 0.16262, -2.34162], [-2.43802, 3.58982, -3.63852], [0.88238, -2.10078, 3.78978], [-2.23172, -4.76938, -3.20812], [-4.36242, 2.51182, -2.68282], [2.70568, -0.97728, 0.55548], [-2.25562, 1.36482, -2.74822], [4.05488, -0.73738, 0.74558], [-1.90842, -2.10548, 1.33168], [1.73198, 2.80982, 4.83868], [-3.00152, -3.76318, -3.76572], [-1.03102, 1.72772, 1.42618], [1.37178, 1.20902, -1.56552], [-3.78052, 3.61552, -3.29042], [-2.66162, -2.43468, -3.55962], [-0.75182, -3.13708, -2.26842], [3.12688, -0.34718, -3.05312], [4.09618, 0.35732, 1.59808], [1.76778, -0.61238, -3.08602], [-0.30302, -2.67268, 3.00638], [-1.53542, -2.12978, -2.81392], [-1.67192, 2.46732, -3.36932], [3.60588, 0.68802, -2.26792], [-3.60762, 1.37762, -2.42702], [-0.45422, 2.71122, 4.52368], [-1.10422, -4.46218, -2.46402], [-1.97362, -1.23268, 0.09908], [0.50428, 3.10442, 5.43078], [2.73058, 1.47172, -1.53032], [2.54588, 2.16522, 2.43678], [4.66438, 0.89432, -2.24312], [-0.62772, 2.45102, -3.65532], [1.77118, -0.26978, 3.92988], [0.83028, -2.44888, 4.82678], [0.20518, -0.30448, 4.39878], [-0.49192, -5.24538, -2.03952], [1.38848, -1.42368, -3.69292], [4.88648, -1.26068, 0.32598], [-3.87422, -4.00108, -4.35642], [0.13138, -2.89148, -1.68912], [4.94618, 0.88152, 1.98468], [-2.80582, -1.97788, 1.95138], [2.03108, 2.76442, 1.54868], [-3.27692, -1.65028, -3.97882], [3.55888, 2.61372, 2.83498], [2.71748, 2.98802, 5.22168], [-4.37352, 4.49352, -3.50592], [2.21948, -1.73538, -0.03272], [-1.89472, -3.16338, 1.03178], [3.11008, 2.28932, -0.93422], [-4.06432, 0.51102, -1.96922], [-1.52502, 2.73482, 4.57048], [0.68118, 1.82042, -0.99262], [0.32718, 3.55672, 6.38368], [1.80088, -2.48818, 3.33878], [-1.98472, 4.44292, -4.12402], [-5.40812, 2.53152, -2.41242], [-2.51352, -5.80118, -3.35402], [3.81128, -0.94238, -3.63992]], "forces_ev_per_a": [[0.2941, -0.4181, 0.0058], [0.5519, -0.5364, 0.2447], [0.7237, -0.7894, 0.3869], [-0.0232, 0.0609, 0.3250], [-0.0216, 0.3263, -0.1695], [1.2082, 0.7999, -0.0857], [-0.2433, 0.5870, 0.2344], [-0.1950, -0.0329, -0.1950], [-0.2665, 0.5815, -0.3679], [0.0068, -1.2513, -0.6704], [0.3329, 0.3450, 0.5781], [0.4455, -0.1483, 0.0572], [-0.5640, -0.1748, -0.2828], [-1.2734, -0.1256, -0.1576], [0.0253, 0.0918, -0.0673], [-0.1599, -0.8360, 0.1113], [-0.0473, -0.1713, -0.0330], [-0.0512, -0.0379, -0.0013], [0.3786, -0.2299, -0.0631], [0.8777, -1.1024, 0.1686], [-0.2805, 0.0706, 0.1860], [-0.6962, -0.2896, -0.3976], [-0.3532, 0.0161, 0.1418], [-0.0843, 0.1525, -0.0374], [-1.0078, 2.1084, 0.0383], [-0.0468, 0.0922, -0.0498], [0.0586, 0.0315, 0.0061], [-0.0815, 0.0130, -0.1295], [0.1559, 0.0351, 0.0385], [0.1261, -0.0325, 0.0379], [-0.1017, -0.5423, -0.2775], [-0.2210, -0.1529, -0.0415], [0.9618, -0.3930, 1.2095], [0.4852, 1.6189, 0.1487], [0.1691, -0.0800, 0.0637], [-0.0076, 0.0835, -0.0875], [-0.1417, -0.1519, 0.1475], [0.1143, 0.0445, 0.3004], [0.1193, 0.0300, 0.0995], [-1.3143, -0.6751, 0.1880], [-0.1863, -0.0559, -0.2017], [-0.0086, 0.1144, 0.0265], [-0.1860, -0.1093, -0.4335], [0.1284, 0.0515, -0.0037], [0.0609, 0.0303, 0.0359], [-0.1677, 0.1106, -0.2228], [0.0590, 0.0380, -0.2116], [0.0553, 0.1603, -0.0958], [-0.0230, -0.0742, -0.0028], [0.0277, -0.0622, -0.0827], [0.1713, -0.1720, -0.1230], [-0.0341, -0.0633, -0.0048], [0.0646, -0.0170, 0.0011], [0.1020, 0.2313, 0.1079], [0.0919, 0.0178, -0.2278], [-0.1387, 0.3028, -0.1940], [-0.0499, 0.0369, -0.0282], [0.3018, 0.1380, 0.1135], [0.2510, 0.0221, -0.1175], [-0.0259, 0.0169, 0.0227], [-0.0839, -0.0680, -0.0940], [0.0380, 0.2034, -0.0420], [0.0215, 0.0847, 0.0566], [-0.0313, 0.0096, 0.0445], [-0.2232, -0.0284, -0.0653], [0.0445, 0.1146, -0.0129], [0.0007, 0.1061, 0.2156], [-0.0574, 0.0830, 0.0707], [-0.0051, 0.0157, -0.0252], [-0.0735, -0.0231, -0.0324], [0.0024, -0.0847, -0.0363], [0.0209, -0.0473, -0.0409]], "lowdin_charge": [1.2939, 0.8842, 1.0118, 0.0926, 0.1621, -0.2042, -0.0766, 0.0131, -0.0859, -0.0844, -0.0574, 0.0236, -0.0707, -0.2799, -0.0608, -0.0873, -0.0536, -0.0648, -0.0882, -0.3072, 0.0016, -0.0553, 0.0096, -0.0506, -0.6811, -0.1339, -0.0521, -0.0923, -0.1248, -0.0565, -0.0227, -0.0966, -0.4745, -0.2855, -0.1139, -0.0696, -0.1378, 0.0388, -0.0621, -0.6050, 0.0274, -0.0813, -0.3408, 0.1170, 0.1031, 0.1124, 0.1476, 0.1265, 0.1127, 0.1065, 0.1208, 0.1173, 0.0961, 0.1400, 0.1625, 0.0888, 0.1094, 0.0918, 0.1510, 0.1176, 0.1330, 0.1605, 0.1127, 0.0972, 0.1504, 0.0886, 0.1260, 0.1435, 0.1163, 0.1156, 0.1163, 0.1173], "s_squared": 1.005, "homo_energy_ev": [-14.00, -13.99], "spin_multiplicity": 2, "total_charge": 2}

---

No. 2
{"formula": "C29H29BF4FeN6PS", "method": "ωB97M-V/def2-TZVPD", "species": ["Fe", "S", "P", "F", "F", "F", "F", "N", "N", "N", "N", "N", "N", "C", "C", "C", "C", "C", "C", "C", "C", "C", "C", "C", "C", "C", "C", "C", "C", "C", "C", "C", "C", "C", "C", "C", "C", "C", "C", "C", "C", "C", "B", "H", "H", "H", "H", "H", "H", "H", "H", "H", "H", "H", "H", "H", "H", "H", "H", "H", "H", "H", "H", "H", "H", "H", "H", "H", "H", "H", "H", "H"], "xyz": [[0.58838, -0.74054, 0.71169], [3.00555, -0.10420, 1.24786], [-0.28831, 1.14233, -1.90852], [-0.75029, -3.64584, 2.59795], [1.20094, -4.37984, 1.60033], [-0.13208, -2.78640, 0.51899], [1.02707, -2.17058, 2.30716], [0.64490, 1.46725, 1.25720], [2.29942, -2.02650, -1.64193], [3.85630, 2.24006, 0.25807], [-1.31333, -0.13738, 1.85028], [-1.87372, -1.35921, -1.37417], [1.68998, 2.22021, 0.86707], [1.38720, -0.90452, -1.31490], [-2.53099, -0.49363, -2.28043], [-2.46559, 1.40747, -3.74934], [-3.71937, 1.07762, -4.24458], [-3.80916, -0.79202, -2.74579], [1.51850, -1.79525, -4.11166], [-0.65866, 3.79361, -2.59414], [1.38044, 3.93124, -4.46571], [-0.32962, 2.03302, 1.85648], [2.28307, 0.10426, -1.96681], [-1.86544, 0.65626, -2.73869], [-0.40252, 4.98771, -3.25060], [-4.40339, -0.00667, -3.71878], [0.62227, 5.05839, -4.18750], [2.80944, 1.54353, 0.76414], [0.09270, 2.64982, -2.87493], [-1.43394, 1.13869, 2.22695], [-2.23624, -1.01904, 2.22946], [5.23412, 1.76100, 0.20331], [-3.33636, -0.67337, 2.99504], [0.87726, -0.11782, -2.54882], [-3.48821, 0.65284, 3.35382], [3.20500, -1.06216, -2.28105], [-2.52887, 1.57153, 2.96137], [2.54454, -2.13060, -3.11597], [0.69016, -0.78935, -3.83835], [1.11936, 2.73095, -3.81138], [5.98833, 1.92398, 1.51898], [-0.33842, 3.48785, 2.21219], [0.34192, -3.34312, 1.80533], [-4.16492, 1.67715, -5.02866], [-1.95229, 2.27557, -4.14325], [3.17265, -2.98688, -3.32504], [5.20147, 0.70896, -0.07023], [5.99048, 2.96801, 1.84078], [5.52288, 1.31704, 2.29706], [-0.96013, 4.05077, 1.50733], [0.67443, 3.86986, 2.15013], [-5.38981, -0.26106, -4.08912], [-0.99740, 5.86556, -3.02798], [4.27018, -1.06280, -2.08880], [1.45209, -2.38064, -5.02115], [0.82465, 5.99141, -4.69944], [-0.72314, 3.64890, 3.22089], [2.59675, 1.08655, -1.63847], [-0.12974, -0.49922, -4.48686], [-2.49012, -2.07989, -1.02639], [-4.05272, -1.42673, 3.28935], [5.73774, 2.30688, -0.59392], [-4.34188, 0.96905, 3.94037], [7.02397, 1.59315, 1.39988], [-1.45816, 3.73399, -1.86116], [-4.32440, -1.66613, -2.35739], [2.17733, 3.98319, -5.19819], [3.70123, 3.23337, 0.19426], [1.71524, 1.85566, -4.04326], [-2.08004, -2.04317, 1.91780], [-1.09789, -1.81863, -1.83410], [-2.62630, 2.61435, 3.22573]], "forces_ev_per_a": [[0.7563, 0.9332, -0.1166], [-0.3302, -0.3732, -0.0211], [-0.3899, -0.1234, -0.3948], [0.3506, 0.0681, -0.2562], [-0.2875, 0.3137, 0.0566], [-0.1179, 0.0202, 0.1168], [-0.0891, 0.1101, 0.0532], [0.0689, -0.8124, -0.0870], [0.0274, -0.4042, 0.3946], [0.3106, -0.2103, 0.1249], [0.3111, -0.7030, -0.3026], [0.0558, 0.2203, 0.0739], [0.1057, 0.4501, -0.1866], [-0.4189, 0.4532, 0.3712], [-0.0545, -0.0301, -0.1346], [-0.0512, -0.0080, 0.0448], [0.0228, 0.0988, 0.0002], [-0.0057, 0.0242, 0.0108], [0.1671, -0.1825, 0.0916], [0.1271, 0.0354, 0.0114], [-0.0131, -0.0150, 0.0234], [-0.0339, 0.3192, 0.1072], [-0.1253, 0.0513, -0.0029], [0.0683, -0.1983, 0.0776], [-0.0343, -0.0428, 0.0404], [-0.0917, -0.0376, -0.0062], [-0.0206, -0.0015, -0.0123], [0.1006, -0.0805, 0.0437], [0.2268, 0.0123, 0.1647], [-0.1354, 0.1095, 0.0588], [0.0098, -0.1616, -0.1556], [-0.1928, 0.0655, 0.2321], [-0.0318, 0.0773, -0.0210], [-0.1147, -0.0410, 0.0663], [-0.0430, 0.0070, 0.0221], [-0.1839, -0.0767, -0.2984], [-0.0665, 0.0892, 0.0192], [0.0524, 0.3553, -0.1886], [-0.1510, 0.0722, 0.1969], [-0.0250, 0.0422, -0.0597], [0.0020, -0.0347, -0.0522], [-0.1123, -0.0714, -0.0454], [0.0312, -0.2897, -0.0788], [0.0203, -0.0135, 0.0194], [-0.0674, -0.0708, -0.0228], [-0.0402, -0.0105, 0.0196], [0.0256, -0.0426, -0.0962], [0.0268, -0.0496, -0.0039], [0.0108, 0.0491, -0.0095], [0.0205, -0.0325, 0.0763], [0.0189, 0.0447, -0.0199], [0.0358, 0.0160, 0.0366], [0.0161, -0.0272, -0.0107], [-0.0409, 0.0142, 0.0387], [0.0109, 0.0230, 0.0676], [0.0042, -0.0298, 0.0176], [-0.0048, -0.0213, -0.0791], [0.0141, -0.0926, -0.0732], [0.0936, 0.0206, -0.0060], [-0.0426, -0.0526, 0.0482], [0.0303, -0.0157, -0.0155], [-0.0223, 0.0064, -0.0568], [0.0273, 0.0195, -0.0240], [-0.0787, 0.0498, 0.0314], [0.0397, 0.0532, -0.0136], [0.0586, 0.0354, -0.0558], [-0.0196, -0.0161, 0.0289], [-0.0765, 0.0569, -0.0626], [-0.0317, 0.0198, 0.0227], [-0.0066, 0.0682, 0.0013], [0.2843, -0.0068, 0.1446], [0.0189, -0.0255, 0.0147]], "lowdin_charge": [0.9117, 0.7512, 1.1520, 0.1480, 0.1903, 0.0104, 0.0195, -0.0814, 0.0641, -0.0171, 0.0760, 0.0945, -0.0073, -0.3231, -0.3218, -0.0871, -0.0906, -0.0399, -0.0357, -0.1249, -0.0797, -0.2720, -0.1823, -0.3010, -0.0857, -0.0913, -0.0920, -0.7933, -0.3804, -0.2089, -0.0903, -0.2782, -0.0332, -0.4799, -0.0431, -0.1505, -0.0012, -0.1813, -0.0708, -0.0745, -0.0915, -0.0157, -1.1812, 0.1011, 0.0954, 0.1351, 0.0756, 0.0722, 0.0587, 0.0945, 0.0665, 0.1027, 0.1022, 0.1358, 0.1042, 0.1008, 0.0780, 0.1091, 0.1103, 0.0878, 0.1127, 0.1125, 0.1137, 0.0745, 0.1058, 0.1093, 0.1029, 0.1371, 0.1015, 0.1016, 0.0796, 0.1082], "s_squared": 8.762, "homo_energy_ev": [-7.98, -7.98], "spin_multiplicity": 6, "relative_energy_kcal_mol": 103.05}